{
  "formula": "C5H11NO",
  "method": "ωB97M-V/def2-TZVPD",
  "homo_ev": -9.1317,
  "lumo_ha": 0.0333,
  "smiles": "CC(C)N(C)C=O",
  "relative_energy_kcal_mol": 25.6,
  "elements": ["C", "N", "C", "C", "C", "C", "O", "H", "H", "H", "H", "H", "H", "H", "H", "H", "H", "H"],
  "coordinates": [[0.5654, -1.2095, -0.4330], [-0.1569, -0.0496, -0.4672], [-0.9591, 0.1811, -1.6604], [-0.0263, 0.1020, 2.0480], [-0.2325, 0.8123, 0.7090], [0.7954, 1.9528, 0.5990], [0.2501, -2.2755, -0.9232], [1.4017, -1.1975, 0.2819], [-2.0288, 0.0126, -1.5455], [-0.5638, -0.5332, -2.3821], [-0.7362, 1.1536, -2.1048], [-0.3799, 0.8138, 2.7979], [1.0490, 0.1146, 2.2398], [-0.4080, -0.9025, 2.1712], [-1.2120, 1.2887, 0.6167], [1.7958, 1.5168, 0.6542], [0.6717, 2.4524, -0.3616], [0.7524, 2.6870, 1.4042]]
}

***

{
  "formula": "C30H37N3O6",
  "method": "ωB97M-V/def2-TZVPD",
  "homo_ev": -7.7175,
  "lumo_ha": -0.0031,
  "relative_energy_kcal_mol": 14.2,
  "elements": ["C", "C", "O", "C", "C", "C", "N", "O", "H", "H", "H", "H", "H", "H", "C", "O", "C", "C", "C", "C", "C", "C", "O", "N", "C", "C", "C", "C", "N", "C", "C", "C", "C", "C", "C", "C", "C", "C", "C", "C", "O", "C", "C", "O", "C", "H", "H", "H", "H", "H", "H", "H", "H", "H", "H", "H", "H", "H", "H", "H", "H", "H", "H", "H", "H", "H", "H", "H", "H", "H", "H", "H", "H", "H", "H", "H"],
  "coordinates": [[0.8354, 3.4961, -4.3420], [-0.2141, 3.8449, -3.3261], [0.1511, 3.2121, -2.0599], [-0.9261, 3.1902, -1.1975], [-0.9831, 4.1547, -0.0596], [-2.2783, 4.8329, -0.1516], [-3.4029, 5.2872, -0.1071], [-1.8421, 2.3595, -1.3432], [0.5776, 3.9799, -5.2785], [1.8213, 3.8525, -4.0444], [0.8625, 2.4201, -4.5113], [-0.2532, 4.9192, -3.1053], [-1.2119, 3.4852, -3.6156], [-0.0110, 4.6882, 0.2618], [2.0681, -6.3828, 0.2043], [0.8199, -6.5473, -0.4994], [-0.1436, -5.6046, -0.3294], [-0.0812, -4.4826, 0.5027], [-0.9004, -3.3800, 0.2434], [-0.5969, -2.0617, 0.9178], [0.1208, -1.1045, -0.0055], [1.4993, -1.5767, -0.4929], [1.7163, -2.5334, -1.2535], [2.4470, -0.7242, 0.0269], [3.8653, -0.9651, -0.1232], [1.9537, 0.4024, 0.8078], [2.4267, 0.2745, 2.2629], [2.4244, 1.7276, 0.2149], [0.4990, 0.1609, 0.6757], [-0.4272, 1.0148, 1.1354], [-0.1241, 2.1791, 1.8087], [-1.0091, 3.2972, 1.6854], [-0.9182, 4.3606, 2.7029], [-2.0724, 5.0564, 3.1042], [-2.0049, 5.9783, 4.1455], [-0.7485, 6.3381, 4.6881], [0.4227, 5.7073, 4.2167], [0.3400, 4.7740, 3.1785], [-1.9467, -3.4434, -0.6888], [-2.1302, -4.6103, -1.4386], [-3.0276, -4.8088, -2.4408], [-4.0510, -3.8208, -2.6524], [-1.2303, -5.6952, -1.2360], [-1.3686, -6.8339, -1.9780], [-0.7330, -6.8797, -3.3081], [2.6518, -7.2373, -0.1324], [2.5860, -5.4522, -0.0760], [1.8954, -6.4204, 1.2888], [0.6685, -4.4250, 1.3028], [-1.5402, -1.5751, 1.1713], [-0.0352, -2.1809, 1.8614], [-0.4858, -0.8384, -0.9071], [4.0183, -1.8990, -0.6652], [4.3198, -0.1211, -0.6485], [4.3614, -1.0461, 0.8496], [2.2814, -0.7459, 2.6346], [3.4831, 0.5479, 2.3237], [1.8849, 0.9336, 2.9347], [2.0974, 1.8154, -0.8258], [2.0429, 2.5758, 0.7860], [3.5164, 1.7590, 0.2488], [-1.4633, 0.7737, 0.8785], [0.8535, 2.2835, 2.3054], [-2.0278, 3.0108, 1.3544], [-3.0423, 4.8059, 2.6527], [-2.9172, 6.4916, 4.4920], [-0.6919, 7.1175, 5.4559], [1.3965, 6.0289, 4.6061], [1.2610, 4.3593, 2.7651], [-2.6167, -2.5903, -0.8563], [-4.6634, -4.2455, -3.4477], [-4.6401, -3.6849, -1.7324], [-3.6192, -2.8645, -2.9835], [-0.9630, -7.8790, -3.6995], [-1.1823, -6.0924, -3.9352], [0.3558, -6.7438, -3.1965]]
}

***

{
  "formula": "CH5N3",
  "method": "ωB97M-V/def2-TZVPD",
  "total_charge": -1,
  "homo_ev": [1.2297, -4.4842],
  "lumo_ha": [0.1914, 0.1833],
  "spin_multiplicity": 2,
  "relative_energy_kcal_mol": 2.2,
  "elements": ["N", "C", "N", "N", "H", "H", "H", "H", "H"],
  "coordinates": [[1.1613, 0.2708, -0.6178], [-0.0435, -0.2303, -0.2049], [-0.2579, -0.1020, 1.1553], [-0.9143, -0.6350, -1.0769], [1.3296, 0.3087, -1.6095], [1.5132, 1.0779, -0.1036], [0.0880, 0.6887, 1.7001], [-1.2628, -0.1789, 1.3609], [-1.6135, -1.1999, -0.6037]]
}

***

{
  "formula": "O2S2",
  "method": "ωB97M-V/def2-TZVPD",
  "homo_ev": -9.3469,
  "lumo_ha": -0.0473,
  "relative_energy_kcal_mol": 38.4,
  "elements": ["O", "O", "S", "S"],
  "coordinates": [[0.0940, -0.9534, 1.2428], [-0.3911, 1.1548, -0.8522], [-0.0947, -0.4199, -1.4210], [0.7301, -0.0504, 0.3479]]
}

***

{
  "formula": "C10H30AgN2O5",
  "method": "ωB97M-V/def2-TZVPD",
  "total_charge": -1,
  "homo_ev": -2.2413,
  "lumo_ha": 0.0999,
  "elements": ["Ag", "O", "H", "O", "H", "C", "C", "O", "H", "H", "H", "H", "H", "H", "C", "C", "C", "O", "C", "N", "H", "H", "H", "H", "H", "H", "H", "H", "H", "H", "H", "C", "C", "C", "O", "C", "N", "H", "H", "H", "H", "H", "H", "H", "H", "H", "H", "H"],
  "coordinates": [[-0.3531, 11.3596, 17.9217], [-0.1518, 12.3394, 20.3145], [-0.8477, 12.8970, 20.6817], [1.9195, 11.7684, 18.0178], [2.0713, 11.9454, 17.0812], [1.0363, 9.7119, 14.1187], [-0.2961, 10.4218, 14.0458], [-0.5520, 11.2101, 15.1986], [1.0859, 8.9464, 14.8869], [1.8166, 10.4377, 14.3647], [1.2317, 9.3403, 13.1112], [-1.0836, 9.6532, 13.9606], [-0.3850, 10.9712, 13.1014], [-1.1542, 11.9087, 14.9265], [-3.1198, 15.1015, 18.0956], [-2.3656, 13.7696, 18.2274], [-3.3273, 12.6221, 17.9518], [-2.7709, 11.3617, 18.3420], [-3.6465, 10.2946, 18.1831], [-1.2263, 13.7043, 17.2937], [-3.5717, 15.1600, 17.0983], [-2.5356, 15.9906, 18.3102], [-3.9854, 15.0569, 18.7707], [-1.8335, 13.7402, 19.1826], [-3.4684, 12.4692, 16.8680], [-4.2945, 12.7614, 18.4478], [-3.9439, 10.1433, 17.1312], [-4.6038, 10.4316, 18.7101], [-3.1498, 9.4098, 18.5753], [-1.4305, 14.1247, 16.3786], [-0.5009, 14.3687, 17.5649], [-0.8490, 7.7355, 17.0813], [-0.2905, 7.7357, 18.4931], [0.6987, 6.5794, 18.7213], [0.9407, 6.2700, 20.0838], [-0.1204, 5.6002, 20.7043], [0.3408, 9.0655, 18.7540], [-1.3707, 8.6547, 16.8231], [-1.5432, 6.8934, 16.9456], [-0.0876, 7.5711, 16.3124], [-1.1097, 7.6200, 19.2097], [1.6737, 6.9088, 18.3592], [0.4121, 5.6735, 18.1696], [-1.0948, 6.0521, 20.4835], [-0.0002, 5.6261, 21.7880], [-0.1467, 4.5448, 20.3903], [0.4787, 9.0204, 19.7691], [1.3060, 9.0040, 18.4254]]
}

***

{
  "formula": "C4H8N",
  "method": "ωB97M-V/def2-TZVPD",
  "total_charge": 1,
  "homo_ev": -16.6574,
  "lumo_ha": -0.2400,
  "relative_energy_kcal_mol": 53.1,
  "elements": ["C", "C", "C", "C", "N", "H", "H", "H", "H", "H", "H", "H", "H"],
  "coordinates": [[-3.3795, 0.0928, 0.2645], [1.7105, 1.0233, -0.0362], [0.1705, -0.9927, 0.0635], [1.3146, -0.3271, -0.4923], [-2.3791, 0.5889, 0.0337], [-4.1987, -0.5152, 0.2236], [0.8999, 1.5665, 0.5818], [2.2316, 1.4920, -0.7933], [2.4996, 1.1153, 0.7240], [0.0676, -2.0529, 0.0328], [-0.1838, -0.5964, 1.0608], [-0.6458, -0.4561, -0.4267], [1.8927, -0.9384, -1.2363]]
}

***

{
  "formula": "C4H6N2",
  "method": "ωB97M-V/def2-TZVPD",
  "homo_ev": -10.2394,
  "lumo_ha": 0.0336,
  "smiles": "C[C@@]1(C#N)CN1",
  "relative_energy_kcal_mol": 36.7,
  "elements": ["C", "C", "C", "N", "C", "N", "H", "H", "H", "H", "H", "H"],
  "coordinates": [[-1.3281, 0.1591, 0.5308], [0.0569, -0.2290, 0.0594], [0.8769, 0.8479, -0.5532], [1.1711, 0.3742, 0.7912], [0.1272, -1.5459, -0.5617], [0.0711, -2.5655, -1.1087], [-1.9651, 0.2801, -0.3503], [-1.2456, 1.1176, 1.0490], [-1.7903, -0.5697, 1.2023], [1.5479, 0.5610, -1.3593], [0.4472, 1.8432, -0.6152], [2.0470, -0.1367, 0.7495]]
}

***

{
  "formula": "C2H4N",
  "method": "ωB97M-V/def2-TZVPD",
  "total_charge": 1,
  "homo_ev": -18.4573,
  "lumo_ha": -0.2883,
  "relative_energy_kcal_mol": 47.8,
  "elements": ["C", "C", "N", "H", "H", "H", "H"],
  "coordinates": [[-0.9692, 1.3444, -1.6772], [0.5844, -0.7057, 0.7316], [-0.5104, 0.6677, -0.8864], [-1.6563, 1.8508, -2.2946], [0.9793, 0.1516, 1.0354], [-0.2936, -1.0216, 1.3089], [0.8333, -1.4838, -0.0619]]
}